(1)
{
  "formula": "C14H17BF4O18S",
  "method": "ωB97M-V/def2-TZVPD",
  "species": ["O", "S", "O", "O", "C", "C", "B", "O", "O", "O", "H", "H", "H", "H", "H", "C", "C", "O", "C", "O", "O", "F", "H", "H", "H", "C", "C", "O", "C", "O", "O", "F", "H", "H", "H", "C", "C", "O", "C", "O", "O", "F", "H", "H", "H", "C", "C", "O", "C", "O", "O", "F", "H", "H", "H"],
  "coordinates": [[-4.2997, -7.6781, 3.2036], [-4.5561, -6.5485, 2.1776], [-6.0405, -6.0965, 2.4541], [-4.4372, -7.0452, 0.5249], [-4.2708, -5.7395, -0.1721], [-3.9389, -4.5381, 0.8948], [-3.0907, -3.2991, 0.2220], [-1.6173, -3.1954, 0.1289], [-3.8961, -2.1583, -0.3346], [-3.3848, -5.2691, 2.0514], [-3.2161, -5.8726, -0.7114], [-5.1897, -5.4726, -0.8546], [-4.8500, -3.9721, 1.3852], [-1.2588, -2.5238, 0.7851], [-4.8598, -2.2932, -0.0738], [-2.9079, 0.8171, -1.3232], [-3.5656, 1.9333, -0.5862], [-2.6932, 2.1739, 0.4945], [-1.4587, 1.8201, 0.0391], [-0.4126, 2.1377, 0.5802], [-1.5350, 1.0716, -1.1035], [-4.7616, 1.5448, -0.0897], [-3.1640, -0.1674, -0.9174], [-3.1428, 0.8283, -2.3909], [-3.6856, 2.8499, -1.1736], [3.8001, 2.8427, 0.7696], [2.7838, 3.4760, -0.1179], [3.3324, 3.3247, -1.4075], [4.0863, 2.1916, -1.3413], [4.4946, 1.5833, -2.3166], [4.3230, 1.8148, -0.0477], [2.6709, 4.7974, 0.1445], [4.6060, 3.5298, 1.0486], [3.3580, 2.4319, 1.6813], [1.7970, 3.0025, -0.0796], [-2.5523, -1.0338, 5.0771], [-2.8161, 0.1034, 4.1503], [-1.7193, 0.0688, 3.2657], [-1.3441, -1.2402, 3.2171], [-0.6153, -1.7119, 2.3603], [-1.8909, -1.9628, 4.2420], [-2.7916, 1.2814, 4.8132], [-1.8935, -0.7593, 5.9078], [-3.4728, -1.4597, 5.4854], [-3.7491, 0.0135, 3.5837], [6.6779, 3.3505, -3.8933], [7.0658, 2.8859, -5.2554], [8.0705, 3.7965, -5.6405], [8.6570, 4.1908, -4.4755], [9.7353, 4.7572, -4.4096], [7.8927, 3.8671, -3.3880], [6.0313, 3.0033, -6.1178], [5.9262, 4.1467, -3.9153], [6.3073, 2.5355, -3.2657], [7.4625, 1.8655, -5.2855]],
  "atomic_forces_ev_per_a": [[0.9, 4.3, -4.5], [-4.8, -3.1, 3.8], [6.0, -0.3, -2.0], [-0.1, 2.9, 2.5], [1.5, 0.7, -1.0], [-1.6, 0.3, 0.4], [2.1, 2.3, -0.8], [-3.8, 0.3, 1.2], [0.1, -3.4, 2.1], [-2.0, -1.7, -0.7], [-2.6, 0.2, 0.6], [2.0, -0.8, 1.4], [1.1, -1.4, -1.4], [-0.3, -0.9, -1.0], [1.7, 0.3, -0.6], [-0.3, -0.9, -1.0], [-0.6, 0.1, 0.2], [0.7, 0.0, -0.5], [2.8, 0.3, 1.0], [-2.3, -0.7, -1.2], [0.4, 0.9, 1.0], [-0.3, 0.1, 0.1], [-0.1, 0.3, 0.1], [0.2, 0.1, 0.1], [-0.2, 0.0, 0.2], [0.2, -0.1, 1.3], [-0.6, 0.7, 0.2], [0.4, -1.0, 0.1], [1.1, -1.5, -2.0], [-0.8, 1.4, 2.2], [-0.1, 0.1, -1.3], [-0.2, 0.3, 0.0], [-0.2, 0.1, -0.1], [0.1, -0.1, -0.2], [0.0, 0.2, 0.0], [-0.5, -0.5, 1.1], [-0.2, 1.0, 0.3], [0.0, -1.2, -0.2], [1.5, -1.1, -1.3], [-1.6, 1.0, 1.7], [0.6, 0.4, -1.2], [-0.2, 0.1, -0.1], [-0.1, 0.2, -0.2], [0.2, -0.1, -0.2], [0.1, 0.2, 0.0], [-0.9, -0.4, 1.0], [-0.5, -0.1, -0.6], [0.4, -0.1, 0.8], [2.8, 1.7, 0.5], [-2.6, -1.3, -0.2], [0.9, 0.3, -0.8], [-0.1, -0.2, -0.3], [0.0, -0.1, -0.3], [0.2, 0.2, -0.1], [-0.1, 0.1, -0.2]],
  "e_homo_ev": -11.0,
  "fmax_ev_per_a": 6.87,
  "total_energy_ha": -2720.4942,
  "e_lumo_ev": -0.520,
  "smiles": "O=S1(=O)OC[C@H](B(O)O)O1.O=C1OC[C@@H](F)O1.O=C1OC[C@@H](F)O1.O=C1OC[C@@H](F)O1.O=C1OC[C@@H](F)O1"
}



(2)
{
  "formula": "C14H17BF6MoN6O",
  "method": "ωB97M-V/def2-TZVPD",
  "species": ["H", "N", "B", "N", "C", "Mo", "H", "C", "H", "C", "H", "C", "H", "H", "H", "N", "N", "N", "N", "C", "C", "H", "H", "C", "C", "C", "C", "H", "H", "H", "H", "H", "C", "C", "O", "C", "F", "F", "F", "C", "F", "F", "F", "H", "H", "H"],
  "coordinates": [[-0.5450, 2.6074, 1.0116], [-0.1496, 1.4431, -0.7048], [0.5445, 0.5041, -2.9452], [0.4165, 1.6831, -1.9389], [0.8199, 2.9632, -1.9858], [-1.0438, -0.4585, -0.2251], [1.3035, 3.3314, -2.8661], [0.4805, 3.5743, -0.7723], [0.6482, 4.5926, -0.4958], [-0.1238, 2.5945, 0.0113], [1.0289, 0.8752, -3.9637], [-1.4081, -2.3208, 0.2314], [-1.5932, -1.9005, 1.2557], [-0.4991, -2.9477, 0.2059], [-2.3323, -2.7532, -0.1697], [-0.8835, -0.0973, -3.1340], [1.4150, -0.5499, -2.2270], [-1.6365, -0.6344, -2.0550], [1.0115, -1.0228, -0.9843], [-1.6191, -0.1739, -4.2414], [2.6310, -1.0324, -2.5182], [-1.1887, 0.1971, -5.1692], [3.1084, -0.7419, -3.4351], [-2.8476, -0.7623, -3.9543], [3.0357, -1.8690, -1.4782], [-2.8468, -1.0482, -2.5915], [2.0055, -1.8252, -0.5251], [-3.6436, -0.9728, -4.6564], [3.9472, -2.4243, -1.4308], [-3.5893, -1.5022, -1.9528], [1.9393, -2.2836, 0.4438], [-2.0685, 0.6492, 0.3383], [1.2887, 1.1599, 3.5612], [0.2690, 0.0558, 3.2673], [0.2639, -0.3274, 2.0158], [0.6701, -1.1997, 4.1994], [0.7591, -0.8592, 5.5236], [-0.1959, -2.2340, 4.1013], [1.8965, -1.6579, 3.8268], [-1.1392, 0.6186, 3.7863], [-1.0694, 1.1179, 5.0565], [-1.5276, 1.6629, 2.9909], [-2.1392, -0.2903, 3.7622], [2.2779, 0.7947, 3.2719], [1.2798, 1.4373, 4.6208], [1.0491, 2.0268, 2.9388]],
  "atomic_forces_ev_per_a": [[0.1, 0.2, -0.3], [0.1, 0.0, -0.5], [0.5, 0.2, 0.8], [-0.1, 0.3, 0.9], [-0.7, -0.7, 0.8], [1.9, 0.6, -0.8], [0.1, 0.3, -0.2], [0.0, -0.3, 0.2], [0.1, 0.3, 0.0], [0.4, 0.0, -1.1], [-0.2, -0.1, -0.1], [1.0, -1.2, 0.2], [-0.1, -0.3, 0.4], [-0.8, -0.3, 0.3], [0.3, -0.2, 0.0], [-0.8, -0.5, 0.3], [-0.4, -0.3, 0.9], [-0.3, 0.7, -1.8], [0.2, 0.2, -0.5], [1.0, 0.2, 0.8], [-0.6, -0.3, 0.8], [-0.3, -0.1, 0.2], [0.1, -0.1, -0.1], [-1.0, -0.7, 1.1], [-0.6, 0.4, 0.2], [0.8, 0.7, -1.3], [0.0, 0.7, -1.3], [0.1, 0.0, 0.1], [0.2, -0.1, 0.1], [-0.1, 0.0, -0.1], [0.0, -0.2, 0.1], [-0.6, 0.9, 0.6], [1.3, 0.7, -0.6], [-1.9, -0.4, 3.0], [-0.3, -0.2, -1.6], [1.3, -1.1, 1.5], [-0.4, -0.1, -2.1], [0.5, 1.2, -0.3], [-1.2, 0.6, 0.0], [-0.9, 1.0, 0.9], [0.2, -0.9, -1.7], [0.4, -0.9, 0.2], [1.0, 0.4, -0.3], [-0.1, 0.1, 0.1], [-0.2, -0.3, -0.3], [0.0, -0.1, 0.2]],
  "e_homo_ev": [-15.8, -15.8],
  "spin_multiplicity": 3,
  "de_lowest_ev": 3.222,
  "fmax_ev_per_a": 3.63,
  "total_energy_ha": -1639.0162,
  "e_lumo_ev": [-9.881, -10.369],
  "total_charge": 2
}



(3)
{
  "formula": "C14H17BF6N6OOs",
  "method": "ωB97M-V/def2-TZVPD",
  "species": ["C", "N", "N", "C", "C", "B", "N", "N", "C", "C", "C", "Os", "N", "N", "C", "C", "C", "H", "H", "H", "H", "H", "H", "H", "H", "H", "H", "H", "C", "H", "H", "H", "C", "C", "O", "C", "F", "F", "F", "C", "F", "F", "F", "H", "H", "H"],
  "coordinates": [[0.5600, 2.7909, 0.0303], [0.8021, 1.5406, -0.4413], [0.9200, 1.6528, -1.8182], [0.7925, 2.9403, -2.1737], [0.5745, 3.7125, -1.0218], [1.0996, 0.3852, -2.6624], [2.1807, -0.5518, -1.9990], [2.1740, -0.9156, -0.6410], [3.2923, -1.6951, -0.4487], [3.9316, -1.8986, -1.6633], [3.1895, -1.1934, -2.6206], [0.4035, -0.4736, 0.2505], [-0.2038, -0.4409, -2.5938], [-0.7383, -0.9389, -1.4045], [-1.8850, -1.5955, -1.7856], [-2.0683, -1.5322, -3.1649], [-0.9567, -0.8046, -3.6499], [-2.5887, -2.1029, -1.1119], [-0.6962, -0.5407, -4.6409], [-2.8684, -1.8947, -3.7457], [1.3906, 0.6071, -3.7929], [3.3111, -1.0889, -3.6715], [0.8744, 3.2142, -3.2143], [4.8243, -2.4734, -1.8418], [0.4326, 4.7841, -0.9345], [3.5670, -2.0838, 0.5449], [0.3944, 2.9506, 1.0780], [-0.0623, -2.1279, 0.6518], [0.6440, -2.0934, 1.5799], [1.3734, -2.9190, 1.4259], [1.1885, -1.0695, 1.8498], [-0.0999, -2.4426, 2.3431], [-0.6110, 0.7519, 3.7820], [-1.5314, 0.5283, 2.5977], [-0.8559, 0.3111, 1.4503], [-2.4750, -0.7272, 2.7396], [-3.5748, -0.5279, 3.4891], [-2.8609, -1.1790, 1.5145], [-1.7705, -1.7132, 3.3846], [-2.5131, 1.8027, 2.5348], [-3.1558, 2.0015, 3.7247], [-1.8257, 2.9561, 2.2786], [-3.4494, 1.6535, 1.5752], [0.1414, -0.0391, 3.8336], [-1.1887, 0.7759, 4.7052], [-0.0824, 1.7042, 3.6780]],
  "atomic_forces_ev_per_a": [[0.6, -3.0, 0.7], [-1.6, 1.7, 0.9], [0.2, 2.5, -1.0], [0.7, -3.0, -1.5], [-0.2, 1.2, 0.8], [0.1, -1.1, -0.2], [1.6, -0.6, -1.3], [1.1, -1.4, -0.8], [-1.4, 0.6, 1.1], [0.5, -0.4, 0.5], [-2.1, 1.7, 0.8], [-1.9, 1.9, -1.4], [-0.4, 0.0, -2.1], [0.3, 0.7, -1.0], [-0.4, -0.3, 0.9], [1.3, 0.6, 1.1], [0.5, 0.2, 2.3], [0.6, 0.4, 0.1], [0.2, 0.3, -0.8], [-0.9, -0.6, -0.4], [0.0, 0.1, 0.2], [0.3, 0.0, -0.7], [0.0, 0.3, -0.1], [0.2, -0.2, 0.0], [0.0, 0.0, -0.1], [-0.2, 0.2, -0.6], [0.0, 0.2, 0.3], [-0.3, -0.2, -0.3], [0.8, -1.5, 1.7], [-0.3, 0.7, 0.0], [0.1, -1.6, 1.2], [0.8, 0.8, -0.2], [0.6, 0.1, 0.0], [-1.5, 0.0, 1.5], [0.7, 0.2, -1.3], [-1.9, -1.3, 1.6], [1.6, 0.1, -1.2], [0.6, 0.3, 0.9], [-0.3, 0.8, -1.1], [-2.3, 2.2, 0.6], [1.6, -0.8, -2.0], [-0.1, -1.6, -0.1], [1.3, -0.2, 0.7], [-0.2, 0.0, 0.2], [0.0, -0.1, 0.0], [-0.2, 0.0, 0.0]],
  "e_homo_ev": [-23.6, -22.7],
  "spin_multiplicity": 5,
  "fmax_ev_per_a": 3.40,
  "total_energy_ha": -1660.2870,
  "e_lumo_ev": [-15.819, -18.388],
  "total_charge": 4
}